The following is a DFT calculation (ωB97M-V/def2-TZVPD) of a cluster of 9 separate species, C8H36FO10PS in total.

Geometry as XYZ:
```
57
Properties=species:S:1:pos:R:3:forces:R:3
O -1.3063 -3.4754 3.1184 0.39 -0.11 0.10
S -2.3821 -4.1709 2.4535 -0.01 0.94 0.18
O -3.7059 -3.6866 2.7280 -0.42 -0.37 0.15
F -2.2756 -5.6799 2.9892 -0.18 -0.25 0.13
P -1.8535 -4.0544 0.1581 0.50 -0.05 -1.80
H -1.3352 -2.8180 0.5294 0.11 -0.09 0.28
H -1.1524 -5.2589 0.3106 -0.06 0.03 0.38
H -3.2084 -4.1296 -0.1652 -0.12 -0.10 0.36
H -1.4213 -3.9244 -1.2032 -0.15 0.07 0.00
C -2.6715 0.4306 -0.0906 0.13 -0.04 -0.10
O -2.0777 -0.8249 0.2617 -0.11 -0.07 0.20
H -2.4590 0.5857 -1.1433 -0.01 0.00 -0.03
H -3.7519 0.4158 0.0644 0.00 0.01 0.01
H -2.2327 1.2386 0.4940 -0.07 0.05 0.00
H -2.2525 -0.9685 1.1979 0.01 0.05 0.03
C 1.5072 -1.5766 1.2559 -0.09 -0.02 0.00
O 1.1336 -2.5446 0.2738 0.04 -0.04 0.06
H 1.4826 -0.6030 0.7729 -0.01 0.01 0.00
H 0.8060 -1.5761 2.0933 0.01 0.02 0.01
H 2.5169 -1.7633 1.6292 0.01 0.03 -0.01
H 1.1630 -3.4024 0.7079 0.09 -0.03 -0.03
C -0.6783 0.2871 -4.1551 -0.31 0.08 -0.14
O -1.8399 0.6737 -3.4110 -0.23 -0.07 -0.21
H -0.1540 -0.4471 -3.5613 0.06 -0.01 0.04
H -0.9548 -0.1515 -5.1185 0.01 0.01 0.01
H -0.0231 1.1417 -4.3196 0.09 -0.04 0.02
H -2.3206 1.3357 -3.9174 0.11 0.12 0.03
C 2.2511 1.1448 -1.6256 -0.07 -0.25 -0.08
O 1.9500 0.1077 -2.5579 0.17 0.01 0.19
H 2.3361 2.0703 -2.1879 -0.01 0.01 -0.02
H 1.4552 1.2561 -0.8862 0.02 0.10 0.02
H 3.1962 0.9561 -1.1117 0.01 0.07 0.03
H 1.8753 -0.7131 -2.0602 -0.01 -0.05 -0.02
C -3.0488 3.1430 3.5693 -0.03 -0.11 -0.04
O -3.4216 2.1507 2.6194 0.06 0.06 0.11
H -3.0386 4.0971 3.0486 0.00 0.01 -0.01
H -3.7661 3.1988 4.3919 0.01 0.04 0.01
H -2.0520 2.9536 3.9758 0.01 0.04 0.01
H -3.4351 1.3039 3.0740 -0.06 -0.03 -0.02
C -4.1733 -1.9205 -4.8915 0.05 0.09 0.13
O -4.1172 -1.3277 -3.6053 -0.09 0.00 -0.15
H -4.8716 -2.7531 -4.8382 -0.01 -0.01 -0.01
H -4.5333 -1.2158 -5.6479 0.00 -0.04 -0.04
H -3.1960 -2.3055 -5.2002 -0.02 -0.02 -0.05
H -3.4979 -0.5878 -3.6458 0.20 -0.10 0.23
C 4.4092 3.5910 0.5017 -0.13 0.07 -0.17
O 3.1117 3.7191 -0.0745 0.06 -0.01 0.11
H 4.2905 3.1300 1.4783 -0.02 -0.05 -0.01
H 5.0494 2.9528 -0.1124 0.07 -0.01 0.08
H 4.8803 4.5703 0.6242 0.07 -0.03 0.04
H 3.2133 4.1260 -0.9385 -0.04 0.03 -0.01
C 6.1898 2.2220 3.8023 -0.07 -0.31 -0.04
O 5.8771 1.1964 2.8612 0.02 0.18 0.07
H 6.3088 3.1523 3.2529 0.01 -0.01 -0.04
H 5.3823 2.3385 4.5294 0.05 0.10 0.04
H 7.1210 1.9926 4.3257 0.01 0.13 0.04
H 5.7681 0.3820 3.3585 -0.02 -0.07 -0.08
```
Forces are in eV/Å.

The lowest unoccupied orbital energy comes out at 0.32 eV. As for the charge: 0. Its SMILES is O=S(=O)(F)[PH4].CO.CO.CO.CO.CO.CO.CO.CO. The calculation puts the orbital gap at 9.670 eV. As for the HOMO energy: -0.344 Eh. The max |F| is 1.87 eV/A.